No. 1
Density functional theory data (ωB97M-V with the def2-TZVPD basis set) for a structure of composition C8H10MnO5S at a distorted geometry.

CARTESIAN COORDINATES (ANGSTROEM)
Mn: -0.031 2.495 0.031
S: -0.383 -1.980 1.491
O: -1.140 -0.953 0.713
O: 2.332 0.912 -0.879
O: -0.148 4.414 -2.337
O: -2.459 1.089 -0.849
O: 0.062 2.145 2.969
C: 0.085 -1.374 -3.135
C: -1.026 -1.838 3.167
C: -0.037 3.709 -1.407
C: 0.034 -0.340 -4.033
C: 1.289 -1.367 1.755
C: -1.535 1.660 -0.393
C: -0.044 2.455 1.837
C: 1.471 1.588 -0.442
H: -2.112 -1.957 3.069
H: -0.811 -1.967 -2.844
H: 0.929 0.284 -4.269
H: -0.939 0.130 -4.311
H: 1.225 -0.299 1.987
H: 1.014 -1.908 -2.845
H: 1.844 -1.533 0.826
H: -0.601 -2.613 3.815
H: 1.753 -1.927 2.573
H: -0.772 -0.827 3.514

Its HOMO energy (spin up / spin down) is -15.5 / -15.4 eV. The energy is -60827.08249 eV. Its spin multiplicity is 6. As for the largest force on an atom: 10.646 eV/Å. The charge is +2. For the orbital gap (spin up / spin down), the calculation gives 8.103 / 3.625 eV. As for the expectation value of S²: 8.80. For the LUMO energy (spin up / spin down), the calculation gives -7.360 / -11.822 eV.

=====

No. 2
Density functional theory data (ωB97M-V with the def2-TZVPD basis set) for a cluster of 2 separate species, C3H8NO in total at a distorted geometry.

CARTESIAN COORDINATES (ANGSTROEM)
O: -0.892 0.771 1.029
N: 1.271 0.067 -0.696
C: -1.772 0.438 0.270
C: 2.603 -0.057 -0.170
C: -1.862 -0.927 -0.190
H: 3.047 0.902 0.054
H: -2.705 -1.210 -0.810
H: -2.522 1.170 -0.035
H: 1.199 0.184 -1.700
H: 0.549 0.565 -0.200
H: -1.293 -1.739 0.260
H: 2.571 -0.593 0.778
H: 3.192 -0.630 -0.874

Its HOMO energy is -14.0 eV. The energy is -6766.34003 eV. As for the largest force on an atom: 1.245 eV/Å. The charge is +1. For the orbital gap, the calculation gives 4.917 eV. For the LUMO energy, the calculation gives -9.120 eV.

=====

No. 3
Density functional theory data (ωB97M-V with the def2-TZVPD basis set) for a structure of composition C31H29InN2O6Te.

CARTESIAN COORDINATES (ANGSTROEM)
Te: -3.216 -2.129 1.247
In: -1.580 -0.101 -0.020
O: -4.969 1.526 -3.096
O: 0.902 -3.273 -0.972
O: -0.718 -1.744 -0.973
O: -3.063 0.832 -1.113
O: 0.795 0.233 -0.811
O: -0.794 -0.175 2.013
N: -1.016 1.919 0.568
N: -0.112 2.010 1.618
C: 3.729 -1.036 -4.609
C: 0.804 0.837 3.484
C: 2.392 -0.658 -4.563
C: -4.036 2.391 -2.597
C: -2.211 3.106 -1.188
C: 3.226 0.067 0.699
C: -2.328 -3.916 0.521
C: 0.532 -2.118 -0.940
C: -3.085 2.070 -1.600
C: 1.718 -0.642 -3.352
C: -4.924 -2.278 -0.013
C: -2.255 4.370 -1.797
C: 4.077 0.068 1.793
C: 1.670 -0.380 5.375
C: -4.044 3.642 -3.184
C: 3.444 -2.193 2.266
C: -5.414 0.377 -2.378
C: 0.862 -0.324 4.247
C: -0.084 0.883 2.289
C: 3.705 -1.385 -2.226
C: 2.370 1.887 4.984
C: 4.379 -1.402 -3.441
C: 2.591 -2.194 1.167
C: 2.468 -1.058 0.373
C: -1.261 2.982 -0.097
C: 4.188 -1.068 2.585
C: 1.564 1.943 3.858
C: 1.576 -0.978 -0.863
C: -3.151 4.640 -2.800
C: 2.424 0.726 5.746
C: 2.372 -0.998 -2.172
H: 3.175 0.963 0.087
H: -4.584 -2.405 -1.037
H: -2.678 -4.064 -0.496
H: 0.271 -1.178 3.944
H: 1.871 -0.380 -5.472
H: -1.248 -3.794 0.507
H: 1.508 2.842 3.258
H: 4.850 -1.071 3.443
H: -5.524 -3.127 0.304
H: -2.630 -4.734 1.166
H: -3.178 5.609 -3.281
H: -0.729 3.881 0.206
H: 4.220 -1.682 -1.321
H: 1.710 -1.288 5.965
H: -6.295 0.031 -2.913
H: -4.784 3.818 -3.956
H: 2.033 -3.085 0.920
H: 0.674 -0.353 -3.314
H: 4.651 0.958 2.027
H: 4.259 -1.046 -5.554
H: -5.498 -1.358 0.076
H: -5.691 0.629 -1.355
H: 5.420 -1.704 -3.472
H: 3.522 -3.086 2.877
H: 3.051 0.685 6.629
H: 2.956 2.751 5.270
H: 1.366 1.004 -0.717
H: -4.665 -0.409 -2.362
H: -1.561 5.132 -1.457

Its HOMO energy is -7.9 eV. The energy is -60350.66525 eV. As for the largest force on an atom: 0.618 eV/Å. The charge is 0. For the orbital gap, the calculation gives 7.931 eV. For the LUMO energy, the calculation gives 0.014 eV.

=====

No. 4
Density functional theory data (ωB97M-V with the def2-TZVPD basis set) for a cluster of 7 separate species, C27H45BClO12S in total at a distorted geometry.

CARTESIAN COORDINATES (ANGSTROEM)
Cl: 0.311 3.017 1.855
S: -2.635 0.879 2.789
O: 1.134 -1.270 -5.221
O: 1.398 -1.377 -3.001
O: 1.427 -4.278 5.685
O: 2.938 -4.848 7.233
O: 1.770 6.251 -4.760
O: -4.687 -2.801 0.804
O: -0.846 4.213 -1.413
O: 0.581 5.708 -0.561
O: 4.233 -3.542 0.420
O: 4.846 -2.993 2.502
O: -4.008 -2.764 -1.337
O: 0.085 7.256 -3.683
C: 0.530 6.280 -4.219
C: -0.746 7.644 -0.617
C: 1.020 4.017 -4.739
C: 2.770 -2.353 3.405
C: 0.136 1.747 0.571
C: 3.930 -3.245 1.541
C: 0.817 -6.047 7.100
C: 0.515 7.034 -0.019
C: 1.999 4.980 -5.398
C: -0.093 -6.064 5.873
C: -0.149 4.940 -4.407
C: -1.647 6.422 -0.769
C: -1.334 1.586 0.151
C: 2.158 -2.171 -2.066
C: 1.871 -5.025 6.721
C: 2.407 -3.491 -2.779
C: 2.482 -3.048 -4.238
C: 4.186 -2.766 3.770
C: 1.595 -1.817 -4.260
C: -4.877 -2.491 -0.330
C: -0.645 5.305 -0.970
C: 0.772 0.464 1.080
C: -5.962 -1.966 -2.379
C: -6.063 -1.720 -0.874
C: 2.535 -3.125 2.114
C: 0.076 -4.649 5.338
C: -4.460 -2.164 -2.557
B: -2.248 0.464 0.950
H: 1.876 -2.599 1.428
H: -0.676 4.647 -3.502
H: 1.812 5.096 -6.468
H: -1.130 -6.316 6.085
H: 1.279 -7.009 7.307
H: -2.307 6.490 -1.629
H: -3.806 1.522 2.687
H: 3.040 4.701 -5.251
H: 4.730 -2.002 4.318
H: -0.857 5.028 -5.234
H: 2.151 -4.131 2.297
H: 3.084 -1.642 -1.837
H: -0.606 -3.939 5.808
H: 1.844 0.524 0.857
H: 4.212 -3.695 4.344
H: -5.921 -0.668 -0.622
H: -4.212 -2.827 -3.384
H: 0.473 6.965 1.071
H: 0.300 -5.690 7.992
H: -1.713 -0.629 0.854
H: -0.040 -4.580 4.259
H: 1.421 7.565 -0.304
H: 3.491 -2.747 -4.525
H: 1.589 -2.289 -1.149
H: -1.166 8.447 -0.012
H: 0.286 -6.783 5.144
H: -0.524 8.042 -1.604
H: -3.310 0.371 0.334
H: -6.492 -2.885 -2.641
H: 2.113 -3.795 -4.936
H: 0.394 -0.419 0.581
H: -1.796 2.558 0.317
H: 2.049 -2.569 4.184
H: -6.988 -2.085 -0.438
H: -1.389 1.427 -0.926
H: 3.295 -4.005 -2.417
H: -2.231 6.210 0.129
H: 1.552 -4.154 -2.638
H: 0.692 0.420 2.162
H: 2.737 -1.281 3.203
H: 0.759 3.171 -5.371
H: 0.703 2.116 -0.277
H: -3.930 -1.219 -2.690
H: 1.448 3.626 -3.815
H: -6.361 -1.160 -2.993

Its HOMO energy is -3.7 eV. The energy is -77336.43400 eV. As for the largest force on an atom: 1.392 eV/Å. The charge is -1. For the orbital gap, the calculation gives 5.904 eV. For the LUMO energy, the calculation gives 2.202 eV.

=====

No. 5
Density functional theory data (ωB97M-V with the def2-TZVPD basis set) for a structure of composition C12H21Cl3GeN2OSiTc at a distorted geometry.

CARTESIAN COORDINATES (ANGSTROEM)
Tc: -0.621 -0.094 1.156
Ge: 0.288 -2.715 -0.781
Cl: -0.514 1.296 2.989
Cl: -2.245 -2.622 3.502
Cl: -4.318 -0.198 2.772
Si: -2.534 -1.000 2.380
O: 1.444 0.082 1.026
N: -1.253 1.556 -0.006
N: 1.976 1.995 0.009
C: -0.742 3.513 -1.253
C: -0.625 -4.107 -1.832
C: -0.381 2.278 -0.738
C: -1.119 -1.209 -0.574
C: 1.814 -1.942 -1.755
C: -2.008 4.025 -1.020
C: 2.157 1.130 0.994
C: -2.496 2.032 0.181
C: -2.909 3.253 -0.304
C: 3.182 1.416 2.034
C: 1.004 1.747 -1.049
C: 0.754 -3.336 1.032
H: 0.116 -4.887 -2.016
H: 1.005 -2.497 1.684
H: -0.974 -3.722 -2.789
H: -3.177 1.404 0.738
H: 1.360 2.227 -1.957
H: 2.792 2.181 2.711
H: -1.107 -0.655 -1.517
H: 3.380 0.522 2.619
H: 2.428 -1.321 -1.104
H: -3.916 3.596 -0.115
H: -0.026 4.073 -1.839
H: 2.430 -2.768 -2.113
H: 4.109 1.786 1.599
H: 2.542 2.831 -0.024
H: -1.462 -4.536 -1.285
H: 1.484 -1.372 -2.624
H: -0.067 -3.903 1.471
H: 0.967 0.674 -1.229
H: -2.288 4.998 -1.403
H: -2.074 -1.742 -0.553
H: 1.623 -3.991 0.983

Its HOMO energy (spin up / spin down) is -16.2 / -15.9 eV. The energy is -121958.70098 eV. Its spin multiplicity is 2. As for the largest force on an atom: 3.050 eV/Å. The charge is +2. For the orbital gap (spin up / spin down), the calculation gives 7.005 / 7.365 eV. As for the expectation value of S²: 0.89. For the LUMO energy (spin up / spin down), the calculation gives -9.152 / -8.487 eV.

=====

No. 6
Density functional theory data (ωB97M-V with the def2-TZVPD basis set) for the molecule C2H4N2 at a distorted geometry.

CARTESIAN COORDINATES (ANGSTROEM)
N: -1.311 -0.659 0.397
N: 1.907 0.366 0.103
C: -0.566 0.513 0.360
C: 0.682 0.244 -0.077
H: -1.842 -0.827 -0.449
H: -1.030 1.490 0.412
H: 2.491 0.131 -0.698
H: -0.330 -1.257 -0.048

Its HOMO energy is -8.2 eV. The energy is -5115.33245 eV. As for the largest force on an atom: 4.985 eV/Å. The charge is 0. For the orbital gap, the calculation gives 8.282 eV. For the LUMO energy, the calculation gives 0.118 eV.